Computed, not measured: a 13-piece molecular cluster, C97H216N14O17 overall, with the ωB97M-V functional and the def2-TZVPD basis.

Positions of all 344 atoms, in Å:
1 C -1.61458 2.51823 -7.21620
2 O -1.72995 2.22361 -5.83362
3 C -2.05845 0.78903 -5.57298
4 C -3.60971 0.58319 -5.74702
5 N -3.99567 -0.79821 -5.71863
6 C -5.28879 -1.18062 -6.32527
7 C -6.48419 -0.61027 -5.53648
8 O -6.48400 -1.16740 -4.21014
9 C -7.72477 -1.18803 -3.54393
10 H -1.44617 3.57743 -7.41068
11 H -2.59073 2.52199 -7.70120
12 H -1.00638 1.78579 -7.74697
13 H -1.74521 0.56360 -4.55359
14 H -1.57422 0.07409 -6.23818
15 H -3.83784 0.94274 -6.75040
16 H -4.20033 1.20257 -5.07201
17 H -4.18339 -1.18152 -4.80324
18 H -5.31809 -2.26639 -6.41662
19 H -5.36663 -0.89366 -7.37394
20 H -7.38317 -0.94643 -6.05313
21 H -6.51088 0.47940 -5.53310
22 H -8.09761 -0.21270 -3.23118
23 H -7.61465 -1.68271 -2.57891
24 H -8.56551 -1.63999 -4.07021
25 C 2.49772 2.53227 -8.19104
26 O 2.76552 1.34628 -7.45744
27 C 1.96755 1.08317 -6.22520
28 C 1.78997 -0.46868 -5.96007
29 N 2.97986 -1.06397 -5.34310
30 C 3.09865 -2.52274 -5.64353
31 C 2.09520 -3.30510 -4.77833
32 O 2.10302 -2.96415 -3.41703
33 C 1.83213 -4.05752 -2.56567
34 H 1.93320 3.26488 -7.61424
35 H 1.83092 2.27769 -9.01486
36 H 3.39881 2.97279 -8.61774
37 H 0.97995 1.51190 -6.39530
38 H 2.39297 1.58624 -5.35685
39 H 1.52909 -1.02348 -6.86131
40 H 0.78656 -0.52472 -5.53802
41 H 3.04149 -0.92737 -4.34428
42 H 4.05703 -3.00593 -5.45344
43 H 2.98481 -2.81221 -6.68820
44 H 2.28448 -4.37844 -4.79214
45 H 1.07452 -3.26321 -5.15856
46 H 0.87495 -4.57752 -2.60433
47 H 1.89370 -3.69597 -1.53922
48 H 2.50841 -4.91082 -2.61696
49 C -2.10646 -3.96424 5.48435
50 O -2.75751 -3.01372 4.63183
51 C -4.09215 -2.64532 5.17009
52 C -4.95773 -1.89974 4.13241
53 N -5.44646 -2.81821 3.08943
54 C -4.45943 -3.36179 2.23172
55 C -5.29771 -3.81445 0.99413
56 O -6.10935 -2.78976 0.39480
57 C -5.42708 -1.67446 -0.25829
58 H -1.19188 -4.29966 4.99535
59 H -2.81137 -4.79376 5.54012
60 H -1.98780 -3.43491 6.42978
61 H -4.01048 -1.98202 6.03117
62 H -4.62852 -3.54226 5.47977
63 H -4.40437 -1.18579 3.52234
64 H -5.75437 -1.29355 4.56368
65 H -6.13216 -2.40479 2.47379
66 H -3.94021 -4.19327 2.70832
67 H -3.79816 -2.64340 1.74723
68 H -5.84908 -4.72895 1.21271
69 H -4.60465 -4.12337 0.21161
70 H -5.03183 -0.94464 0.44828
71 H -6.02094 -1.07448 -0.94784
72 H -4.61713 -2.00593 -0.90805
73 C -0.90390 -5.68221 -4.99247
74 O -2.25194 -5.46362 -4.79848
75 C -2.60023 -4.31348 -3.99920
76 C -4.02562 -4.26605 -3.37090
77 N -4.17217 -5.39554 -2.50400
78 C -5.51961 -5.67244 -2.14941
79 C -5.41927 -7.02287 -1.44097
80 O -5.00700 -8.03248 -2.39161
81 C -4.73583 -9.27932 -1.85006
82 H -0.33304 -6.08101 -4.15392
83 H -0.42854 -4.80005 -5.42133
84 H -0.77719 -6.44307 -5.76261
85 H -2.43719 -3.47452 -4.67571
86 H -1.89875 -4.22735 -3.16937
87 H -4.72736 -4.16438 -4.19874
88 H -4.00822 -3.35006 -2.78033
89 H -3.61566 -6.17760 -2.81828
90 H -6.10564 -5.73723 -3.06618
91 H -5.99709 -4.90220 -1.54374
92 H -6.33149 -7.39355 -0.97348
93 H -4.63150 -7.01842 -0.68765
94 H -5.61841 -9.61992 -1.30865
95 H -3.74923 -9.41052 -1.40563
96 H -4.73672 -10.03675 -2.63389
97 C 1.40793 5.72513 -1.75907
98 C 1.90463 5.37526 -3.16515
99 C 1.43910 6.53802 -4.07037
100 C 2.07061 6.63232 -5.46363
101 C 3.60736 6.64866 -5.19086
102 C 4.16632 5.43136 -4.34775
103 N 3.35669 5.23504 -3.10436
104 O 3.74037 4.13484 -2.23867
105 C 4.20743 4.16971 -5.25558
106 C 5.60393 5.82263 -4.02016
107 C 1.16048 4.14881 -3.78089
108 H 1.49770 4.91847 -1.03151
109 H 0.32940 5.87785 -1.79850
110 H 1.93074 6.51849 -1.22488
111 H 0.36122 6.45080 -4.20701
112 H 1.55578 7.46026 -3.50118
113 H 1.74607 7.52387 -6.00021
114 H 1.85356 5.77263 -6.09760
115 H 3.88120 7.55601 -4.65251
116 H 4.09738 6.63511 -6.16442
117 H 4.39593 3.18323 -4.83200
118 H 3.29720 4.06253 -5.84557
119 H 5.01687 4.37694 -5.95555
120 H 6.24313 6.08524 -4.86310
121 H 5.62813 6.71094 -3.38895
122 H 6.10192 4.99900 -3.50855
123 H 0.11711 4.18716 -3.46783
124 H 1.49568 3.18411 -3.39997
125 H 1.35223 4.17655 -4.85353
126 H 4.29083 4.57846 -1.58922
127 C -6.86640 3.00239 6.16266
128 C -5.62749 3.99030 6.24443
129 C -4.68460 3.74931 7.47618
130 C -3.82132 2.47870 7.33023
131 C -2.89664 2.71670 6.14529
132 C -3.70061 2.91740 4.78157
133 N -4.73166 3.93540 5.03010
134 O -5.26974 4.31494 3.85156
135 C -2.62440 3.44591 3.76890
136 C -4.20679 1.58268 4.22622
137 C -6.36522 5.42498 6.47329
138 H -7.47474 2.95375 7.06580
139 H -6.51671 2.02023 5.84456
140 H -7.48601 3.27105 5.30709
141 H -4.10730 4.64979 7.68588
142 H -5.28215 3.47868 8.34669
143 H -4.43141 1.60756 7.09144
144 H -3.19663 2.32649 8.21040
145 H -2.29248 1.83896 5.91581
146 H -2.28756 3.60054 6.33487
147 H -1.88207 2.65380 3.67090
148 H -3.02098 3.61795 2.76828
149 H -2.04338 4.26932 4.18424
150 H -4.85878 1.06858 4.93241
151 H -4.90219 1.66287 3.39070
152 H -3.52947 0.79438 3.89770
153 H -6.92916 5.69685 5.58102
154 H -5.60230 6.19773 6.56769
155 H -6.83758 5.50597 7.45228
156 H -4.99676 5.23169 3.77010
157 C 1.82242 -0.45624 -1.43894
158 C 0.87336 0.59319 -0.81747
159 C -0.24772 0.97599 -1.81003
160 C -1.31527 -0.07475 -1.89042
161 C -1.88014 -0.42345 -0.51963
162 C -0.87358 -0.84898 0.60399
163 N 0.34549 -0.02713 0.41026
164 O 1.25142 -0.08836 1.46626
165 C -1.41486 -0.57030 2.00784
166 C -0.50464 -2.33901 0.48639
167 C 1.69260 1.87035 -0.42571
168 H 2.79250 -0.59378 -0.96131
169 H 2.02431 -0.28200 -2.49581
170 H 1.44492 -1.47628 -1.36754
171 H -0.70296 1.90008 -1.45377
172 H 0.35299 1.07375 -2.71429
173 H -0.89406 -1.00335 -2.27560
174 H -2.19503 0.13830 -2.49765
175 H -2.63415 -1.20690 -0.59570
176 H -2.35987 0.45758 -0.09333
177 H -0.68567 -0.88535 2.75425
178 H -1.37968 0.51818 1.96230
179 H -2.37099 -1.05080 2.21531
180 H -0.01933 -2.53718 -0.46928
181 H 0.07537 -2.79465 1.28893
182 H -1.46965 -2.84331 0.43592
183 H 2.66896 1.56768 -0.04728
184 H 1.17670 2.46695 0.32662
185 H 1.84270 2.62302 -1.19970
186 H 1.85350 -0.77865 1.17883
187 C -5.99387 7.20719 -0.88228
188 C -5.41212 6.79602 -2.27380
189 C -4.16001 7.65313 -2.67357
190 C -2.77688 7.24344 -2.15999
191 C -2.64448 5.71455 -2.30683
192 C -3.77722 4.83148 -1.63842
193 N -5.06403 5.35039 -2.20009
194 O -6.15764 4.57500 -1.93409
195 C -3.50076 3.39961 -2.17452
196 C -3.72817 4.84084 -0.14028
197 C -6.36465 7.04567 -3.41090
198 H -5.35841 6.93096 -0.04087
199 H -6.96660 6.74988 -0.70127
200 H -6.09858 8.28968 -0.80906
201 H -4.14852 7.75560 -3.75868
202 H -4.25271 8.67286 -2.29986
203 H -2.58704 7.60334 -1.14879
204 H -1.91610 7.70452 -2.64431
205 H -1.72089 5.30766 -1.89510
206 H -2.63424 5.55204 -3.38459
207 H -3.66433 3.48892 -3.24847
208 H -2.50891 2.95424 -2.09725
209 H -4.22743 2.64205 -1.88102
210 H -4.68160 4.99541 0.36487
211 H -3.38921 3.86850 0.21716
212 H -3.04671 5.60198 0.23969
213 H -6.82745 8.02396 -3.54080
214 H -7.25772 6.42076 -3.40717
215 H -5.95853 6.83757 -4.40078
216 H -6.21449 4.58623 -0.97584
217 C 2.99295 -3.74690 1.62519
218 C 3.19190 -3.55445 3.15070
219 C 4.49360 -2.63154 3.37769
220 C 4.67101 -2.13209 4.78469
221 C 3.30431 -1.57627 5.38715
222 C 1.95878 -2.34031 5.09417
223 N 1.98367 -2.96217 3.76606
224 O 0.86964 -3.75673 3.49524
225 C 1.76383 -3.40443 6.22219
226 C 0.83150 -1.27867 5.05890
227 C 3.57054 -4.92238 3.75125
228 H 3.96203 -3.97263 1.18018
229 H 2.54998 -2.77098 1.42655
230 H 2.37107 -4.59801 1.34773
231 H 5.40080 -3.05790 2.94955
232 H 4.45642 -1.72800 2.76914
233 H 5.40777 -1.33523 4.88614
234 H 5.03220 -2.94535 5.41418
235 H 3.19030 -0.49523 5.30678
236 H 3.44743 -1.61582 6.46699
237 H 0.90969 -4.03359 5.97180
238 H 2.72909 -3.88546 6.38022
239 H 1.57174 -2.99609 7.21439
240 H 1.04643 -0.42608 4.41469
241 H -0.13325 -1.68475 4.75481
242 H 0.66033 -0.91227 6.07110
243 H 3.79566 -5.63041 2.95369
244 H 2.70203 -5.27531 4.30733
245 H 4.39721 -4.91385 4.46163
246 H 0.26655 -3.15511 3.05261
247 C 6.96339 -0.36713 -2.81887
248 C 7.44298 0.54431 -1.69024
249 C 7.08551 1.95513 -2.14021
250 C 6.86165 3.08626 -1.03763
251 C 6.03109 2.56151 0.09593
252 C 6.51424 1.19319 0.66109
253 N 6.66259 0.18955 -0.46185
254 O 6.92322 -1.08139 -0.08721
255 C 7.80714 1.39357 1.38068
256 C 5.41277 0.73855 1.63250
257 C 8.97652 0.34206 -1.53582
258 H 7.47515 -0.27595 -3.77693
259 H 5.88959 -0.25434 -2.96830
260 H 7.22325 -1.40396 -2.60544
261 H 7.74923 2.23614 -2.95790
262 H 6.08941 1.88916 -2.57785
263 H 6.58402 4.04948 -1.46569
264 H 7.82763 3.27461 -0.56913
265 H 5.00984 2.43481 -0.26337
266 H 5.95752 3.25907 0.93025
267 H 7.82824 2.14632 2.16873
268 H 8.04158 0.41649 1.80311
269 H 8.54651 1.72253 0.65046
270 H 4.41774 0.51180 1.24962
271 H 5.76314 -0.19523 2.07227
272 H 5.24663 1.34142 2.52528
273 H 9.36624 -0.15369 -0.64675
274 H 9.55234 1.26033 -1.65118
275 H 9.47653 -0.28865 -2.27086
276 H 7.85830 -0.94730 0.08379
277 C 0.60684 -10.59355 0.15043
278 C 1.06309 -9.10383 -0.01507
279 C 0.45096 -8.61439 -1.39467
280 C -1.01541 -8.15873 -1.37987
281 C -1.16440 -7.11939 -0.25684
282 C -0.62897 -7.58466 1.11701
283 N 0.72494 -8.15384 1.04884
284 O 1.10630 -8.61259 2.27833
285 C -0.54294 -6.32450 1.94834
286 C -1.66604 -8.58230 1.72062
287 C 2.60938 -9.19740 -0.16752
288 H -0.32579 -10.87659 -0.33760
289 H 0.39595 -10.74457 1.20912
290 H 1.42003 -11.28434 -0.07238
291 H 1.16622 -7.89259 -1.78902
292 H 0.67304 -9.37428 -2.14390
293 H -1.64801 -9.04125 -1.28468
294 H -1.33687 -7.77532 -2.34825
295 H -2.22072 -6.87146 -0.15285
296 H -0.60316 -6.24373 -0.58292
297 H -0.28028 -6.48642 2.99376
298 H 0.26407 -5.64383 1.67721
299 H -1.44715 -5.77961 1.67705
300 H -1.88901 -9.51748 1.20697
301 H -1.30160 -8.92151 2.69027
302 H -2.54754 -7.96883 1.90692
303 H 2.84757 -9.56798 -1.16453
304 H 3.00333 -9.99839 0.45803
305 H 3.23991 -8.37099 0.16046
306 H 1.98813 -8.23316 2.28040
307 C 4.61334 2.66648 5.91387
308 C 3.49864 3.70163 6.05861
309 C 2.13981 3.11431 5.63629
310 C 1.61430 2.09952 6.62073
311 C 1.36673 2.81680 8.01232
312 C 2.70660 3.49986 8.59989
313 N 3.40974 4.24686 7.47558
314 O 4.62914 4.84015 7.84788
315 C 2.25235 4.52383 9.57391
316 C 3.54047 2.41656 9.28820
317 C 3.74441 4.93493 5.06818
318 H 5.42808 3.28619 5.53935
319 H 4.38945 1.79205 5.30284
320 H 4.88819 2.28296 6.89645
321 H 1.37975 3.89393 5.68721
322 H 2.28425 2.73688 4.62397
323 H 2.33611 1.28369 6.65976
324 H 0.72489 1.58428 6.25800
325 H 1.00860 2.09382 8.74522
326 H 0.57576 3.55665 7.88954
327 H 3.08081 4.94362 10.14446
328 H 1.49214 5.17151 9.13724
329 H 1.71834 4.02250 10.38113
330 H 4.50383 2.82951 9.58737
331 H 3.09829 2.03591 10.20889
332 H 3.89824 1.61340 8.64396
333 H 2.84930 5.55688 5.06122
334 H 3.78263 4.56752 4.04268
335 H 4.61506 5.54035 5.32026
336 H 4.39650 5.76994 7.90224
337 C 6.35996 1.11928 -6.89485
338 O 7.52453 0.83266 -6.81801
339 N 5.70528 1.67256 -7.90159
340 N 5.48111 0.64474 -6.11234
341 H 4.71031 1.82323 -7.81531
342 H 6.29161 2.17711 -8.55101
343 H 5.98206 0.30510 -5.30377
344 H 4.64190 0.15642 -6.39048

Atoms 1-3, force components in eV/Å:
C -1.5752 -0.0191 -0.0764
O 0.2508 -1.7404 0.1011
C -1.5094 1.4294 -0.0471

The value obtained for the HOMO energy is -7.61 eV. The value obtained for the HOMO-LUMO gap is 8.0301 eV. The max |F| comes out at 7.50 eV/Å.